1.
{"formula": "C3H5NO2", "method": "wB97M-V/def2-TZVPD", "species": ["H", "N", "C", "O", "C", "C", "O", "H", "H", "H", "H"], "coordinates": [[2.29468, 0.90735, -0.50800], [1.46745, 0.37600, -0.30676], [1.29179, -0.00251, 0.88712], [0.19404, -0.74062, 1.10594], [-0.44566, -0.83887, -0.20451], [-1.41001, 0.28882, -0.43265], [-0.28282, -1.81316, -0.86268], [1.90380, 0.18741, 1.77668], [-2.38616, -0.09177, -0.12100], [-1.15856, 1.17267, 0.15625], [-1.46856, 0.55469, -1.49039]], "atomic_forces_ev_per_a": [[0.37, 0.26, 0.27], [0.33, 0.14, 0.23], [0.19, 0.20, -0.42], [0.03, -0.04, -0.30], [-0.39, -0.56, -0.13], [-0.10, -0.02, -0.01], [-0.27, 0.43, 0.48], [-0.22, -0.12, -0.21], [-0.05, 0.13, 0.02], [-0.02, -0.22, -0.07], [0.12, -0.20, 0.16]], "spin_multiplicity": 1, "e_homo_ev": -10.4, "smiles": "[H]/N=C/OC(C)=O", "e_above_lowest_kcal_mol": 26.6, "total_charge": 0, "gap_ev": 11.330}

***

2.
{"formula": "C3H5NO2", "method": "wB97M-V/def2-TZVPD", "species": ["N", "C", "C", "O", "C", "O", "H", "H", "H", "H", "H"], "coordinates": [[1.98370, 0.71736, 2.09723], [1.37440, 0.28946, 1.21380], [0.60661, -0.26076, 0.08044], [1.28225, 0.11492, -1.09427], [-0.83477, 0.23890, 0.11526], [-1.54017, -0.53715, -0.82981], [0.57454, -1.35335, 0.19560], [1.03346, -0.50324, -1.78761], [-0.83822, 1.30603, -0.14267], [-1.23965, 0.11830, 1.13100], [-2.40214, -0.13046, -0.97897]], "atomic_forces_ev_per_a": [[-0.64, -0.40, -0.80], [0.55, 0.36, 0.79], [-0.10, -0.05, 0.26], [0.05, -0.07, -0.16], [0.17, 0.22, 0.26], [-0.23, 0.08, -0.10], [0.07, 0.11, 0.01], [-0.09, 0.03, -0.08], [0.01, -0.13, 0.02], [0.05, -0.03, -0.16], [0.15, -0.13, -0.03]], "spin_multiplicity": 1, "e_homo_ev": -11.1, "smiles": "N#C[C@H](O)CO", "e_above_lowest_kcal_mol": 35.5, "total_charge": 0, "gap_ev": 11.636}